1.
ORCA calculation (ωB97M-V with the def2-TZVPD basis set) on a structure of composition C42H55BaClF6IN5O5SSbSi at a distorted geometry.

Calculated values
**Energy relative to the best compared isomer or geometry (same formula, charge and spin)**: 347.0 kJ/mol
**E**: -125020.7165 eV
**2S+1**: 2
**HOMO (alpha / beta)**: -2.8 / -2.8 eV
**E_LUMO (alpha / beta)**: 3.70 / 2.86 eV
**Charge**: -2

Last column: Mulliken spin population.
CARTESIAN COORDINATES (ANGSTROEM)
Ba  0.2268  0.9466  0.1902  0.00
Cl  -4.3279  -1.7939  -5.9152  0.00
C  -3.2700  -1.0320  -4.7334  0.00
C  -3.6198  0.1659  -4.2009  0.00
C  -2.8168  0.7792  -3.2300  0.00
I  -3.4719  2.5912  -2.4340  0.00
C  -1.6057  0.2682  -2.7337  0.00
O  -0.9687  0.8609  -1.7609  0.00
C  -1.2404  -1.0215  -3.3537  0.00
N  -0.1093  -1.6373  -2.9611  0.00
C  0.2458  -2.8104  -3.4078  0.00
C  -0.5331  -3.5172  -4.3401  0.00
C  -1.6819  -2.9373  -4.7887  0.00
C  -2.0833  -1.6688  -4.3130  0.00
H  -4.5355  0.6463  -4.5229  0.00
H  1.1769  -3.2160  -3.0098  0.00
H  -0.2261  -4.4987  -4.6815  0.00
H  -2.3118  -3.4446  -5.5067  0.00
C  -1.2787  3.2620  3.1709  0.00
C  -2.6091  2.5887  2.8500  0.00
C  -3.4567  3.4647  1.9380  0.00
C  -3.3691  2.3103  4.1502  0.00
O  -2.3039  1.3930  2.1130  0.00
Si  -2.7607  -0.1935  2.3001  0.00
S  -1.9028  -1.2968  0.7987  0.01
O  -2.3047  -0.5690  3.8480  0.00
C  -2.5602  -1.6952  4.6875  0.00
C  -3.9616  -1.5763  5.2838  0.00
C  -2.4253  -3.0033  3.9115  0.00
C  -1.5183  -1.6363  5.7900  0.00
O  -4.4261  -0.3313  2.3335  0.00
C  -5.4118  -0.6255  1.3428  0.00
C  -6.7376  -0.1849  1.9475  0.00
C  -5.1463  0.1455  0.0524  0.00
C  -5.4364  -2.1291  1.0796  0.00
H  -1.4239  4.0723  3.8923  0.00
H  -0.8209  3.6811  2.2693  0.00
H  -0.5954  2.5253  3.6032  0.00
H  -3.6157  4.4497  2.3910  0.00
H  -4.4298  2.9921  1.7671  0.00
H  -2.9582  3.5924  0.9741  0.00
H  -3.6396  3.2625  4.6152  0.00
H  -2.7507  1.7334  4.8428  0.00
H  -4.2830  1.7387  3.9519  0.00
H  -4.7040  -1.5098  4.4847  0.00
H  -4.0310  -0.6667  5.8910  0.00
H  -4.1825  -2.4438  5.9159  0.00
H  -3.1993  -3.0815  3.1386  0.00
H  -2.5149  -3.8536  4.5984  0.00
H  -1.4550  -3.0403  3.4080  0.00
H  -1.5660  -0.6693  6.2987  0.00
H  -0.5145  -1.7470  5.3746  0.00
H  -1.6837  -2.4331  6.5225  0.00
H  -6.7160  0.8916  2.1473  0.00
H  -6.9085  -0.7089  2.8935  0.00
H  -7.5656  -0.4031  1.2641  0.00
H  -5.0687  1.2182  0.2580  0.00
H  -5.9640  -0.0168  -0.6604  0.00
H  -4.2080  -0.1830  -0.4028  0.00
H  -5.6539  -2.6687  2.0095  0.00
H  -4.4608  -2.4472  0.7035  0.00
H  -6.2077  -2.3738  0.3382  0.00
O  1.7361  0.7819  -2.8477  0.00
C  1.3932  0.1789  -1.9678  0.00
F  1.6938  2.4587  -0.5628  0.00
Sb  0.4236  3.7203  -1.3088  0.00
F  1.9024  4.4894  -2.1940  0.00
F  0.0069  3.0527  -2.9959  0.00
F  -0.8395  5.0735  -1.6579  0.00
F  -0.8227  2.9572  -0.0760  0.00
F  0.9455  4.7932  0.1638  0.00
N  2.2706  -1.3270  6.5017  0.00
C  1.9798  -0.5946  5.6402  0.00
N  1.6705  0.3022  4.7384  0.00
C  1.3701  0.2318  3.4906  0.00
N  1.1168  0.3273  2.3454  0.00
C  2.8747  -7.0379  1.5445  0.00
C  2.1531  -5.8316  0.9788  -0.09
C  0.7863  -5.8958  0.6708  0.27
C  0.0880  -4.7918  0.1641  -0.16
C  -1.3951  -4.8600  -0.1117  0.00
C  0.7863  -3.6230  -0.0542  0.06
C  2.1806  -3.5047  0.2318  0.10
C  2.8401  -4.6506  0.7726  0.15
N  2.7134  -2.3113  -0.0815  0.62
C  4.0527  -1.8724  0.2851  -0.24
C  4.3123  -1.9570  1.8077  0.08
C  5.6762  -1.3417  2.1402  0.00
C  6.7747  -2.0941  1.3773  0.00
C  6.5324  -1.9765  -0.1347  0.00
C  6.5513  -0.4930  -0.5362  0.00
C  5.4452  0.2518  0.2232  0.00
C  5.6879  0.1368  1.7342  0.00
C  4.1008  -0.3895  -0.1158  0.03
C  5.1726  -2.5992  -0.4877  0.06
H  2.1953  -7.8854  1.6602  0.00
H  3.3009  -6.8126  2.5255  0.00
H  3.6957  -7.3498  0.8926  0.00
H  0.2513  -6.8270  0.8390  0.01
H  -1.7026  -5.8797  -0.3580  0.00
H  -1.6752  -4.1893  -0.9254  0.00
H  -1.9603  -4.5253  0.7629  -0.01
H  0.2769  -2.7367  -0.4191  0.12
H  3.8953  -4.6180  1.0107  0.04
H  4.2778  -2.9930  2.1495  0.00
H  3.5102  -1.4165  2.3226  -0.03
H  5.8536  -1.4260  3.2137  0.00
H  6.7810  -3.1494  1.6754  0.00
H  7.7559  -1.6763  1.6281  0.00
H  7.3188  -2.5137  -0.6718  0.00
H  6.3929  -0.3951  -1.6159  0.00
H  7.5301  -0.0572  -0.3042  0.00
H  5.4316  1.3030  -0.0695  0.00
H  4.8973  0.6690  2.2733  0.00
H  6.6450  0.5966  2.0048  0.00
H  3.8896  -0.3142  -1.1846  0.00
H  3.2786  0.0726  0.4339  -0.01
H  5.1800  -3.6688  -0.2595  0.00
H  4.9753  -2.4954  -1.5612  0.00

Atoms 1-3, force components in eV/Å:
Ba -2.1 -5.2 4.0
Cl 0.1 0.1 0.1
C 0.0 -0.2 0.0

---

2.
ORCA calculation (ωB97M-V with the def2-TZVPD basis set) on an isolated molecule of C5H9N at a distorted geometry.

Calculated values
**Energy relative to the best compared isomer or geometry (same formula, charge and spin)**: 132.0 kJ/mol
**E**: -6819.6273 eV
**SMILES**: CC(C)CC#N
**HOMO**: -10.4 eV
**E_LUMO**: 0.77 eV

Last column: natural (NBO) charge in e.
CARTESIAN COORDINATES (ANGSTROEM)
C  1.3242  -0.5820  0.1349  -0.61
C  0.0274  0.1287  0.4206  -0.16
C  0.0599  1.6298  0.4946  -0.60
C  -1.1497  -0.3827  -0.4651  -0.58
C  -0.9691  -1.4647  -1.4436  0.29
N  -0.8856  -2.3851  -2.1455  -0.34
H  1.1723  -1.6677  0.0658  0.22
H  1.9840  -0.3698  0.9767  0.21
H  1.7760  -0.2446  -0.8003  0.21
H  -0.2526  -0.2059  1.4665  0.17
H  0.4482  2.0665  -0.4278  0.21
H  0.6952  1.8862  1.3429  0.21
H  -0.9490  2.0271  0.6716  0.21
H  -1.8949  0.3521  -0.8088  0.25
H  -1.3862  -0.7878  0.5174  0.29

Atoms 1-3, force components in eV/Å:
C 0.3 0.1 0.0
C 0.4 0.0 0.5
C 0.2 0.2 0.0

---

3.
ORCA calculation (ωB97M-V with the def2-TZVPD basis set) on a cluster of 2 separate species, C14H16O in total at a distorted geometry.

Calculated values
**Energy relative to the best compared isomer or geometry (same formula, charge and spin)**: 135.7 kJ/mol
**E**: -16823.8284 eV
**SMILES**: Cc1ccc(O)cc1.Cc1ccccc1
**HOMO**: -7.9 eV
**E_LUMO**: 0.91 eV

Last column: natural (NBO) charge in e.
CARTESIAN COORDINATES (ANGSTROEM)
C  1.7212  -0.2303  -2.5431  -0.64
C  0.3268  -0.1005  -2.0660  -0.04
C  -0.3345  -1.3823  -1.9469  -0.18
C  -1.4736  -1.5484  -1.1775  -0.29
C  -2.0397  -0.4021  -0.6482  0.29
O  -3.2200  -0.3939  0.0449  -0.70
C  -1.4833  0.8820  -0.7454  -0.25
C  -0.3044  0.9842  -1.4757  -0.19
H  1.7098  -0.2080  -3.6457  0.22
H  2.1846  -1.2011  -2.3794  0.22
H  2.2761  0.6457  -2.2049  0.22
H  0.2836  -2.1865  -2.3289  0.20
H  -1.8199  -2.5633  -0.9527  0.22
H  -3.9174  -0.9134  -0.3562  0.48
H  -1.8508  1.6155  -0.0718  0.23
H  0.1308  1.9813  -1.5185  0.21
C  1.6115  -1.9760  1.6882  -0.63
C  1.2598  -0.5089  1.5874  -0.01
C  -0.0174  -0.1571  2.0340  -0.21
C  -0.4452  1.1600  2.0857  -0.22
C  0.3302  2.0433  1.3396  -0.17
C  1.6079  1.7685  0.8960  -0.23
C  2.0967  0.4564  1.0045  -0.22
H  2.4462  -2.1425  2.3593  0.22
H  1.9650  -2.4460  0.7237  0.22
H  0.7559  -2.5676  2.0202  0.22
H  -0.5768  -0.8618  2.6383  0.21
H  -1.1861  1.4413  2.8182  0.22
H  0.0281  3.0818  1.2497  0.20
H  2.2071  2.5172  0.4246  0.21
H  3.0920  0.1941  0.6794  0.21

Atoms 1-3, force components in eV/Å:
C 0.1 1.3 -1.9
C -1.9 -2.9 1.1
C 1.2 1.8 0.5